(1)
C7H5NO | ωB97M-V with the def2-TZVPD basis set

Positions of all 14 atoms, in Å:
O: -2.6674 1.5251 0.0275
N: -2.6473 -1.2809 -0.1002
C: 0.8152 0.2431 -0.0099
C: 3.3807 0.0343 -0.0752
C: -0.6331 0.2537 -0.0785
C: -1.4365 1.5172 -0.0577
C: 1.9886 0.0548 -0.0308
C: -1.3131 -0.9613 -0.0070
C: 4.6046 0.1654 -0.0312
H: -0.5920 -1.7314 -0.0430
H: 5.6493 0.3397 0.2205
H: -3.3078 -0.5265 -0.1319
H: -0.9210 2.4671 -0.0867
H: -2.9203 -2.1004 0.4043

- Energy above the lowest of the compared OMol25 structures with the same formula, charge and spin: 3.694 eV
- E_HOMO: -0.308 Eh
- SMILES string: C#CC#C/C(C=O)=C/N
- Total energy: -10873.30627 eV

Löwdin atomic charge list, values in e, 5 entries: -0.004 0.126 0.000 -0.146 -0.186

---

(2)
C27H51CuNSbSi3 | ωB97M-V with the def2-TZVPD basis set

Positions of all 84 atoms, in Å:
Sb: 0.8977 1.0053 -2.4815
Cu: 0.2130 -0.4110 -0.4027
Si: 3.2375 -0.0570 -2.6375
Si: 1.2284 3.4510 -1.7466
Si: 0.2975 1.2731 -4.9892
N: 0.2595 -1.9656 0.7532
C: 1.7963 3.3254 0.0513
C: -0.2638 -2.8699 -1.3669
C: -0.3398 -2.1142 5.0545
C: 0.0578 -5.1490 -2.0090
C: 2.1150 -1.8530 4.6853
C: 0.2186 -0.3780 -5.9026
C: 2.9331 -1.8294 -3.1982
C: 0.4469 -5.4292 -0.7054
C: 0.8238 -6.8375 -0.3190
C: -0.7812 -1.1700 2.7881
C: 1.6166 2.3623 -5.7926
C: -1.3745 2.1405 -5.1098
C: -0.5977 -0.8278 4.2671
C: 4.4973 0.7969 -3.7586
C: 0.4741 -1.8401 2.1928
C: -0.4775 4.2634 -1.7972
C: 0.1803 -3.0840 -0.0326
C: 1.6776 -0.9062 2.4208
C: 1.8599 -0.5643 3.9005
C: 0.9174 -2.7877 4.5009
C: 2.4515 4.5280 -2.7038
C: 0.4983 -4.4303 0.2606
C: -0.7644 -3.4943 -3.7318
C: 3.8676 -0.0492 -0.8639
C: -0.3147 -3.8474 -2.3376
C: 0.5956 0.1167 4.4300
C: 0.7341 -3.1148 3.0112
H: 0.7259 0.3806 5.4842
H: 2.6224 5.4582 -2.1572
H: 2.2566 -1.6262 5.7466
H: 0.0322 -5.9301 -2.7605
H: -0.2053 -1.8849 6.1163
H: 2.6518 -1.8787 -4.2524
H: 1.7423 4.2928 0.5551
H: 4.8231 -0.5704 -0.7697
H: -1.6245 -2.8224 -3.7045
H: 0.4141 1.0439 3.8760
H: 2.6058 1.9058 -5.7260
H: 0.7925 -7.5001 -1.1835
H: -1.0419 -4.3855 -4.2942
H: -1.5014 -0.3395 4.6460
H: 4.5253 1.8749 -3.5888
H: 2.0704 4.7908 -3.6914
H: 0.1372 -7.2312 0.4333
H: -1.3090 3.1642 -4.7376
H: 1.0995 -3.7225 5.0399
H: 1.6429 -3.6045 2.6549
H: 0.8068 -4.7372 1.2444
H: -1.7192 2.1837 -6.1454
H: 1.3899 2.5233 -6.8490
H: 3.1433 -0.5530 -0.2199
H: -1.1968 -2.7885 4.9636
H: -0.8386 4.3715 -2.8212
H: 3.8259 -2.4445 -3.0642
H: -1.2047 3.6626 -1.2471
H: -2.1331 1.6183 -4.5238
H: -0.4501 5.2577 -1.3460
H: 4.2822 0.6238 -4.8146
H: 3.0272 -2.3372 4.3226
H: -1.0039 -0.2629 2.2150
H: 0.2748 -0.2082 -6.9802
H: 5.4933 0.3987 -3.5521
H: 2.5770 -1.3994 2.0372
H: 2.8266 2.9693 0.1151
H: -0.1098 -3.7999 2.9024
H: 1.8307 -6.8725 0.1009
H: 4.0003 0.9682 -0.4886
H: 1.5312 0.0144 1.8408
H: 0.0349 -2.9869 -4.2788
H: 1.6684 3.3384 -5.3090
H: -0.7147 -0.9029 -5.6943
H: -0.5939 -1.8594 -1.6284
H: 3.4153 4.0322 -2.8326
H: -1.6266 -1.8530 2.6602
H: 2.1252 -2.2793 -2.6128
H: 1.1654 2.6218 0.5998
H: 1.0438 -1.0354 -5.6237
H: 2.7130 0.1122 4.0178

- E_HOMO: -0.225 Eh
- Total energy: -105130.83628 eV

Löwdin atomic charge list, values in e, 5 entries: 0.918 0.172 0.328 0.315 0.336

---

(3)
C31H34EuIN8O2PSSe | ωB97M-V with the def2-TZVPD basis set

Positions of all 80 atoms, in Å:
Eu: -0.3644 -0.6483 -0.3941
I: 1.8559 -2.8548 0.4148
Se: -4.3325 1.5589 -3.0713
S: -1.1720 -1.4987 2.6694
P: 2.5511 -0.1910 -1.6456
O: -0.4253 -2.2895 -1.9402
O: -1.4298 -2.6691 -0.1212
N: -1.1802 5.8245 -2.7591
N: 0.9973 0.5934 1.7403
N: -0.1999 3.8500 -2.3055
N: -1.7702 1.1322 1.2111
N: -2.5080 4.1601 -1.8303
N: -1.2819 -3.0064 -1.3360
N: 0.0259 1.6639 -1.2174
N: -2.4043 -0.0807 -1.4715
C: 0.8714 -0.2180 -3.8971
C: -0.1612 2.6880 -1.7195
C: 3.4951 2.2951 -0.9491
C: 6.1731 -1.9128 -0.4047
C: 1.7467 -2.6807 -4.7997
C: 0.7081 -2.0384 -5.4546
C: -2.6672 -0.4903 2.8868
C: 5.9882 -3.0672 1.7230
C: 0.2717 -0.8020 -4.9996
C: 3.8701 4.1966 -2.3592
C: -1.0329 1.9919 2.1398
C: 2.3484 -2.0934 -3.6984
C: 3.9873 -2.3701 0.5420
C: 6.4664 -0.8218 -2.5387
C: 1.9251 -0.8492 -3.2358
C: 6.7597 -2.5539 0.7020
C: 5.1086 -0.5550 -2.5688
C: 0.4768 1.9571 1.8999
C: 4.7457 -1.7267 -0.4747
C: 3.4553 3.4532 -3.4500
C: -3.1651 0.5263 -2.1166
C: 4.6038 -3.0008 1.6188
C: 0.0349 -0.6491 3.7231
C: 3.0595 2.1324 -3.2914
C: 3.8938 3.6096 -1.1014
C: 3.0746 1.5336 -2.0395
C: -2.9741 0.5128 1.7648
C: 1.2691 -0.1217 2.9919
C: 7.0042 -1.4618 -1.4430
C: 4.2327 -0.9470 -1.5516
C: -1.2974 4.5637 -2.2991
H: -3.3117 4.7475 -2.0204
H: 3.1505 -2.6144 -3.1910
H: -0.5494 -0.2990 -5.4863
H: -3.6858 1.2539 2.1637
H: 2.0848 -3.6483 -5.1365
H: 0.7022 2.4993 0.9772
H: 0.4946 0.7383 -3.5404
H: 1.8893 0.6507 1.2298
H: -2.0275 1.6600 0.3688
H: 3.5320 1.8454 0.0374
H: 4.1777 5.2224 -2.4848
H: 8.0682 -1.6365 -1.3690
H: 2.7571 1.5645 -4.1593
H: -0.2745 6.1250 -3.0804
H: 4.7132 0.0066 -3.4060
H: 6.4502 -3.5480 2.5727
H: -3.4729 -0.0091 0.9376
H: 7.0958 -0.5012 -3.3523
H: -1.2559 1.6664 3.1538
H: -0.4765 0.1390 4.2685
H: 7.8346 -2.6402 0.7306
H: -2.5963 -0.0079 3.8612
H: -2.7435 3.1557 -1.9016
H: 0.9780 2.4834 2.7254
H: 0.3787 -1.3669 4.4716
H: -3.4995 -1.1931 2.9532
H: 3.9847 -3.4782 2.3650
H: 4.2255 4.1743 -0.2436
H: 3.4419 3.8952 -4.4329
H: 1.9126 -0.9706 2.7383
H: -1.3700 3.0363 2.0841
H: 1.8288 0.5121 3.6959
H: 0.2318 -2.5035 -6.3022
H: -1.9799 6.4202 -2.8834

- ⟨S²⟩: 15.7992
- Energy above the lowest of the compared OMol25 structures with the same formula, charge and spin: 5.122 eV
- E_HOMO (spin up / spin down): -0.149 / -0.291 Eh
- 2S+1: 8
- Total energy: -161609.49238 eV

Löwdin atomic charge list, values in e, 5 entries: 1.590 0.842 0.489 0.861 0.973

---

(4)
C20H50AlF9N13O7S2 | ωB97M-V with the def2-TZVPD basis set

Positions of all 102 atoms, in Å:
S: -1.0679 3.0645 -0.8509
S: 3.3356 1.5935 0.4880
Al: 4.9595 0.4128 -0.6908
F: 0.0089 3.7138 -2.0666
F: 0.1573 3.1389 0.3419
F: -2.2827 2.5440 0.2306
F: 0.7910 1.4340 -1.9594
F: -2.3297 -0.3254 -0.3487
F: -1.4804 4.6831 -0.4462
F: -0.4909 0.3569 1.0023
F: -2.3052 3.1192 -2.0862
F: -1.4612 1.0776 -2.6584
O: 5.2200 1.7452 -6.1514
O: 0.4611 7.8571 -5.3885
O: 4.7452 -4.2090 -1.7113
O: -5.1279 -1.4261 3.9870
O: -9.7188 -0.0788 2.0228
O: -4.1956 -4.8695 5.7586
O: -9.3625 -4.5887 3.3591
N: -6.2198 -4.1136 5.1203
N: 4.9871 -6.0931 -2.9229
N: -11.3146 1.4912 2.2777
N: -6.0549 -5.7269 6.6991
N: 4.6129 3.6008 -4.6377
N: -4.1665 -0.3569 2.2523
N: 1.4962 6.4058 -4.0106
N: -8.4317 -2.7379 2.4734
N: -0.7643 6.4662 -4.1077
N: -10.6549 -3.1052 2.2610
N: -10.4720 0.4225 4.0862
N: 6.8055 -4.8871 -2.3212
N: -2.9548 -1.7908 3.5166
C: -9.4758 -3.5439 2.7375
C: -0.8869 0.1251 -0.4042
C: 7.2922 1.3939 1.1414
C: 6.0915 3.7480 0.4683
C: 4.1073 -1.4560 -1.0512
C: -0.0983 -1.1915 -1.0728
C: 4.4341 1.0544 -3.7025
C: 7.6682 -0.8454 -0.4405
C: 5.4666 -5.0119 -2.2820
C: -4.1457 -1.2053 3.2960
C: 4.8040 2.1289 -4.9296
C: 2.5821 -1.3642 -1.6650
C: -0.6193 1.3594 -1.4357
C: -10.4548 0.5703 2.7493
C: 5.3731 1.4513 -2.4177
C: 1.4012 -1.4422 -0.4841
C: 7.3686 2.7141 0.1725
C: 6.6288 0.0619 0.4536
C: -5.4125 -4.9013 5.8532
C: 0.4015 6.9665 -4.5554
H: -11.4666 -3.6826 2.4380
H: -7.2238 -4.1254 5.1842
H: 7.4159 -5.5378 -2.7860
H: 6.5054 1.2547 -2.6997
H: 5.2917 3.7420 -0.3924
H: 6.2762 -0.6386 1.3534
H: 7.0920 -1.8632 -0.6789
H: 6.7732 1.6602 2.1828
H: 4.7271 -0.0180 -4.0716
H: 3.9840 -6.2245 -2.9175
H: -8.5052 -1.8739 1.9632
H: 2.4209 -0.4840 -2.4183
H: -11.9286 2.0354 2.8600
H: 1.4672 5.6716 -3.3234
H: -10.7681 -2.2478 1.7471
H: -5.4841 -6.3370 7.2695
H: -7.5256 -3.0312 2.8145
H: 5.5014 4.1388 -4.7600
H: 5.2683 2.6056 -2.2560
H: -7.0559 -5.7675 6.7912
H: -0.7699 -2.1495 -0.9317
H: 1.7129 -0.7963 0.4371
H: 5.5355 3.2886 1.4195
H: 8.5998 -1.1074 0.2261
H: 2.6557 2.4613 -0.4175
H: -5.0439 0.1051 2.0517
H: 7.9350 -0.3510 -1.4719
H: -11.0709 0.9477 4.7008
H: 4.8570 -1.9870 -1.8095
H: -9.8399 -0.2608 4.4823
H: -11.3334 1.6337 1.2762
H: 4.1571 3.7813 -3.7169
H: 5.5651 -6.7653 -3.3985
H: 8.4176 1.1151 1.4255
H: 8.3318 3.3292 0.5165
H: 4.1593 -2.0468 -0.0178
H: -0.8336 5.7331 -3.4222
H: 1.4351 -2.5767 -0.1133
H: 7.2074 -4.0867 -1.8509
H: 7.5252 2.4875 -0.9646
H: 2.3943 6.7535 -4.3202
H: -2.1349 -1.6218 2.9587
H: -3.3682 -0.1622 1.6718
H: -1.6128 6.8608 -4.4923
H: -5.7765 -3.4770 4.4709
H: 6.4417 4.8197 0.7984
H: 0.0208 -1.0362 -2.2488
H: 2.4280 -2.3647 -2.2976
H: -2.8959 -2.4368 4.2930
H: 3.2852 1.2026 -3.5045

- Energy above the lowest of the compared OMol25 structures with the same formula, charge and spin: 9.325 eV
- E_HOMO: -0.176 Eh
- Net charge: -1
- Total energy: -107978.97072 eV

Löwdin atomic charge list, values in e, 5 entries: 1.085 0.365 0.024 -0.226 -0.181

---

(5)
C3H13NO3 | ωB97M-V with the def2-TZVPD basis set

Positions of all 20 atoms, in Å:
O: 0.1931 2.0149 -3.1327
O: -1.5803 -2.2151 -1.5390
O: 1.0530 -1.8258 -0.4979
N: 0.3938 0.7471 0.9470
C: -0.8813 0.6879 1.4639
C: -1.8169 -0.0911 0.9638
C: 1.4691 1.2695 1.8382
H: 2.1520 1.9617 1.2595
H: -1.0493 -1.7520 -0.8886
H: -1.4928 -0.9825 0.3728
H: 0.8075 -0.1696 0.6168
H: 2.3215 0.5830 2.1779
H: -1.4161 -1.7166 -2.3535
H: 0.0200 1.1964 -3.5986
H: 0.0709 1.8081 -2.2566
H: 1.6757 -2.1196 -1.3406
H: 1.0195 1.6880 2.7315
H: -1.1433 1.4454 2.1257
H: 1.1032 -2.6349 0.0627
H: -2.8992 0.1054 1.0479

- Energy above the lowest of the compared OMol25 structures with the same formula, charge and spin: 2.498 eV
- E_HOMO: -0.297 Eh
- SMILES string: C=CNC.O.O.O
- Total energy: -10952.27329 eV

Löwdin atomic charge list, values in e, 5 entries: -0.013 -0.075 -0.132 -0.090 -0.278